Here is a cluster of 13 separate species, C17H59N20O15 in total at a distorted geometry from OMol25. Energies are from ωB97M-V with the def2-TZVPD basis set.

The geometry in XYZ format:
```
111
Properties=species:S:1:pos:R:3:lowdin_spin:R:1
C -1.07446 -0.62357 0.18672 0.030
C -0.07437 0.25184 -0.61104 0.072
C 1.21352 0.47324 0.23028 -0.002
O 0.20889 -0.11878 -1.94811 0.852
H -0.84148 -1.68460 0.27633 0.000
H -2.07237 -0.50572 -0.23564 0.000
H -1.20264 -0.24770 1.20180 0.001
H -0.54783 1.23324 -0.63916 0.033
H 1.91745 1.12550 -0.28659 0.000
H 1.88907 -0.37996 0.29169 0.000
H 1.07284 1.02592 1.15918 -0.001
C 1.56326 3.55191 3.82884 0.000
C 2.93434 2.94024 3.47748 0.000
O 3.90610 3.63057 2.69916 0.000
O 1.76951 4.61978 4.71068 0.000
H 0.66756 2.98860 4.09059 0.000
H 1.22360 4.09158 2.94483 0.000
H 2.69892 2.04525 2.90157 0.000
H 3.42688 2.52204 4.35533 0.000
H 4.25182 4.32916 3.25957 0.000
H 2.36975 5.21139 4.25100 0.000
C -0.09932 4.40987 -2.72817 0.000
C -1.45034 5.02689 -2.55800 0.000
O -2.45338 4.19327 -3.13958 0.000
O 0.76210 5.36269 -2.03271 0.000
H 0.19209 4.30039 -3.77278 0.000
H 0.19910 3.49380 -2.21841 0.000
H -1.65058 6.03681 -2.91589 0.000
H -1.75831 5.28171 -1.54394 0.000
H -3.28093 4.57685 -2.84022 0.000
H 0.71340 6.28175 -2.30577 0.000
C 0.26014 -0.84382 4.28491 0.000
O -0.57983 -1.09611 5.17364 0.000
N 0.89121 0.27831 4.02750 0.000
N 0.51831 -1.77117 3.45880 0.000
H 1.59040 0.31150 3.29940 0.000
H 0.70050 0.93367 4.77197 0.000
H -0.09890 -2.56531 3.55103 0.000
H 1.26670 -1.82436 2.78265 0.000
C -2.43298 -3.46276 -1.34217 0.000
O -2.23095 -2.74354 -2.33762 0.001
N -1.86920 -4.65634 -1.22770 0.000
N -3.31355 -3.32668 -0.49290 0.000
H -1.72075 -5.07280 -0.31961 0.000
H -1.07201 -4.72456 -1.84409 0.000
H -3.43820 -3.89329 0.33384 0.000
H -3.84376 -2.47137 -0.57910 0.000
C -2.24476 3.33347 1.10178 0.000
O -2.82226 4.33250 1.42171 0.000
N -1.04686 3.02405 1.61423 0.001
N -2.74482 2.45447 0.31321 0.003
H -0.62855 2.18292 1.24326 0.001
H -0.50633 3.67503 2.16574 0.000
H -2.08956 1.90943 -0.22870 0.002
H -3.65475 2.74622 -0.01390 0.000
C 1.70568 1.53551 -5.44470 0.000
O 0.74494 0.80354 -5.43389 0.001
N 2.07955 1.99976 -4.32278 0.001
N 2.41657 2.03186 -6.39285 0.000
H 2.89450 2.59225 -4.25270 0.000
H 1.75065 1.63086 -3.44196 0.002
H 2.33321 1.86367 -7.38526 0.000
H 3.25540 2.50553 -6.08937 0.000
C -2.20182 -4.07116 2.72356 0.000
O -1.68494 -4.86972 1.95599 0.000
N -2.47078 -4.31758 3.96527 0.000
N -2.47687 -2.87425 2.39569 0.000
H -2.45144 -5.22451 4.40935 0.000
H -2.70759 -3.52940 4.55076 0.000
H -2.90994 -2.31234 3.11458 0.000
H -2.17227 -2.63779 1.46219 0.000
C -5.87178 -1.04067 1.23409 0.000
O -5.65258 -1.31428 0.09750 0.000
N -4.92455 -0.52516 1.91702 0.000
N -6.95120 -1.30382 1.86614 0.000
H -5.23317 -0.05618 2.75661 0.000
H -4.02668 -0.27198 1.52993 0.000
H -6.97079 -1.49396 2.85789 0.000
H -7.71939 -1.67113 1.32294 0.000
C -3.07260 0.39933 -4.05497 0.000
O -2.67208 -0.65606 -4.44677 0.000
N -4.12535 1.01601 -4.41796 0.000
N -2.44544 1.11603 -3.14244 0.001
H -4.59672 1.82350 -4.03601 0.000
H -4.61914 0.65801 -5.22301 0.000
H -1.61302 0.80690 -2.66119 0.000
H -2.93518 1.90124 -2.73784 0.000
C 5.87683 -1.92997 2.10120 0.000
O 7.01767 -1.58979 2.36759 0.000
N 5.10430 -2.83109 2.72003 0.000
N 5.22113 -1.37732 1.16051 0.000
H 5.50006 -3.52241 3.34095 0.000
H 4.17328 -3.15199 2.49570 0.000
H 4.25058 -1.63508 1.05233 0.000
H 5.65686 -0.77981 0.47260 0.000
C 2.09266 -3.70930 0.43818 0.000
O 2.53107 -3.50571 1.54715 0.000
N 2.71747 -3.59665 -0.72165 0.000
N 0.85094 -4.11559 0.31375 0.000
H 3.68803 -3.31908 -0.75428 0.000
H 2.14882 -3.76416 -1.53938 0.000
H 0.48619 -4.38416 -0.58898 0.000
H 0.38719 -4.30552 1.19065 0.000
C 3.63977 -1.34596 -2.94415 0.000
O 2.66210 -1.74279 -3.52543 0.001
N 4.80114 -1.89976 -2.90724 0.000
N 3.50556 -0.36577 -2.13849 -0.001
H 5.08087 -2.40773 -3.73417 0.000
H 5.55337 -1.35968 -2.50405 0.000
H 2.59329 -0.04407 -1.84801 -0.001
H 4.42223 -0.00413 -1.91709 0.000
```

As for the expectation value of S²: 0.75. For the energy, the calculation gives -79099.8494 eV. The spin multiplicity is 2. The value obtained for the frontier orbital gap (alpha / beta) is 8.453 / 6.205 eV.

---

Here is a structure of composition C17H62N12O14 at a distorted geometry from OMol25. Energies are from ωB97M-V with the def2-TZVPD basis set.

The geometry in XYZ format:
```
105
Properties=species:S:1:pos:R:3:lowdin_charge:R:1
C 0.14079 0.35524 -0.93275 -0.068
C -1.30733 0.09350 -1.12295 -0.268
O -1.84039 -0.49601 0.06189 -0.124
H 0.52838 0.97039 -1.75063 0.068
H 0.69018 -0.51079 -1.08802 0.038
H 0.45333 0.74989 0.04632 0.087
H -1.40255 -0.39198 -2.07287 0.082
H -1.79737 1.06495 -1.23752 0.104
H -1.14145 -0.86536 0.59412 0.033
C -1.72160 4.17067 1.68451 -0.072
C -1.95223 2.93303 0.78720 -0.287
O -2.17559 1.71321 1.54148 -0.097
H -0.82117 4.02220 2.26392 0.039
H -2.50628 4.15392 2.41814 0.064
H -1.81067 5.14497 1.22997 0.073
H -1.07189 2.84817 0.17794 0.075
H -2.79507 3.11089 0.10695 0.097
H -2.34745 0.99416 0.91896 0.021
C 1.73224 4.80782 0.63273 -0.069
C 2.22099 3.58815 -0.08788 -0.307
O 2.30085 2.54553 0.83841 -0.104
H 0.68060 4.71616 0.79438 0.037
H 1.81029 5.66414 -0.03256 0.081
H 2.24634 4.98725 1.54454 0.076
H 3.21107 3.87772 -0.48220 0.127
H 1.52244 3.44391 -0.92238 0.099
H 2.86107 1.85024 0.43185 0.061
C 3.29356 -0.51353 2.39492 -0.666
O 2.87087 -0.26718 1.13174 -0.089
N 2.81183 -0.07143 3.48849 0.151
N 4.02991 -1.50221 2.67673 0.165
H 1.97340 0.53811 3.20816 0.070
H 3.51359 0.67522 3.76518 0.161
H 4.34911 -1.93218 1.77432 0.059
H 4.92620 -1.31843 3.17939 0.162
C -0.84446 -3.47333 -1.03892 -0.631
O 0.18064 -3.95912 -0.34441 -0.078
N -2.08396 -3.45715 -0.66549 0.196
N -0.65836 -2.98212 -2.23514 0.176
H -2.17570 -3.64287 0.33071 0.076
H -2.79900 -2.88617 -1.07158 0.074
H 0.25761 -2.67064 -2.54180 0.083
H -1.44611 -2.45101 -2.71723 0.068
C -5.05342 0.23996 -0.96330 -0.615
O -4.66630 1.47285 -0.51917 -0.093
N -6.32265 0.12814 -1.46469 0.110
N -4.47551 -0.86427 -0.74352 0.177
H -6.89413 0.96163 -1.54528 0.097
H -6.90669 -0.72167 -1.72633 0.129
H -3.51492 -0.79745 -0.35902 0.083
H -4.80674 -1.81468 -0.95923 0.136
C 0.51775 -2.68853 2.57294 -0.573
O 0.04110 -1.86062 1.61329 -0.072
N 0.49322 -2.17798 3.76790 0.118
N 1.68039 -3.23730 2.69871 0.102
H -0.15153 -1.36649 3.69538 0.110
H 0.18592 -2.78688 4.55510 0.141
H 2.14112 -2.97912 1.79133 0.042
H 1.65420 -4.27001 2.49546 0.152
C 3.83627 -3.27592 0.20920 -0.649
O 4.02312 -4.63545 0.10750 -0.114
N 4.76193 -2.41337 0.25191 0.130
N 2.65698 -2.76743 0.30864 0.135
H 5.72115 -2.70086 -0.07752 0.172
H 4.70408 -1.45743 -0.04846 0.074
H 2.45802 -1.75886 0.31985 0.082
H 1.84929 -3.36784 0.00274 0.104
C 0.90236 2.58524 3.81573 -0.647
O 2.03230 3.23534 4.03599 -0.076
N 0.80596 1.70838 2.82670 0.124
N -0.16564 2.69951 4.64314 0.135
H 1.32899 2.04350 1.97701 0.073
H -0.04867 1.18885 2.61481 0.109
H 0.02272 3.47709 5.34915 0.142
H -1.12321 2.28462 4.54331 0.127
C 3.43474 0.41153 -1.68592 -0.133
O 4.72338 -0.00502 -1.30900 -0.156
H 2.91558 -0.51892 -1.68360 0.064
H 3.55426 0.80993 -2.67067 0.088
H 3.05946 1.11216 -0.93295 0.054
H 5.23223 -0.39126 -2.09106 0.135
C -3.00639 -2.60719 2.75485 -0.162
O -2.90314 -3.76500 2.01207 -0.117
H -4.03045 -2.54579 3.10459 0.078
H -2.64887 -1.67991 2.31213 0.074
H -2.42227 -2.73397 3.71477 0.084
H -3.30545 -4.52290 2.41257 0.092
C -2.55817 -2.27649 -4.52648 -0.125
O -2.89012 -1.73443 -3.28013 -0.116
H -1.56619 -1.97273 -4.73943 0.053
H -3.12610 -1.79152 -5.32086 0.102
H -2.59622 -3.30540 -4.67840 0.078
H -3.80412 -1.71976 -3.25499 0.050
C 0.84328 -0.28357 -4.49678 -0.100
O 1.22112 -1.52894 -3.85193 -0.119
H 1.34381 -0.13634 -5.44638 0.085
H 1.18969 0.52862 -3.89887 0.055
H -0.19626 -0.23716 -4.64753 0.052
H 0.99335 -2.18509 -4.48681 0.060
C -0.84441 4.23882 -2.63418 -0.169
O -0.25309 3.07183 -3.04269 -0.136
H -1.22304 4.74643 -3.52080 0.087
H -0.08869 4.86141 -2.15688 0.088
H -1.61754 3.90898 -2.06169 0.042
H -1.02454 2.54074 -3.36086 0.104
```

For the energy, the calculation gives -65173.2450 eV. The calculation puts the relative energy (zero: lowest compared OMol25 entry of this formula, charge and spin) at 123.8 kcal per mole. The value obtained for the frontier orbital gap is 8.078 eV.

---

Here is a structure of composition C17H7BrF5IIrN2O4S from OMol25. Energies are from ωB97M-V with the def2-TZVPD basis set.

The geometry in XYZ format:
```
39
Properties=species:S:1:pos:R:3:lowdin_spin:R:1
Ir -0.60159 -1.40985 1.76175 0.923
O 1.03953 -6.13998 -1.45288 0.000
C 2.03378 -5.32087 -1.14920 0.000
O 3.17467 -5.53855 -1.41924 0.000
C 1.72286 -4.03703 -0.41307 0.000
C 2.73063 -3.12713 -0.13074 0.003
N 2.18772 -2.09504 0.52227 0.000
N 0.87163 -2.26461 0.68752 0.012
C 0.57837 -3.44637 0.11852 0.008
C -0.84633 -3.81614 0.05083 0.004
O -1.30254 -4.76328 -0.49939 0.000
O -1.65450 -2.84912 0.63222 0.012
H 0.16131 -5.81432 -1.20148 0.000
H 3.78135 -3.18080 -0.37211 0.000
H 2.65091 -1.25605 0.83839 0.000
F -4.95520 2.76920 0.52392 0.000
C -4.53181 1.54361 0.36154 0.000
C -3.39163 1.31239 -0.41396 0.001
F -2.74452 2.32817 -0.95261 0.000
C -2.95766 0.02171 -0.58166 0.008
F -1.84935 -0.20232 -1.28863 0.005
C -3.60760 -1.06853 0.01872 0.004
S -3.20365 -2.69104 -0.36332 0.004
C -4.73151 -0.79843 0.81841 0.000
F -5.37314 -1.77962 1.41895 0.000
C -5.20109 0.49496 0.97771 0.001
F -6.26433 0.73534 1.71764 0.000
Br -2.55633 -0.74262 3.15438 0.009
C -1.72982 -0.25658 4.82192 0.002
C -2.51123 -0.33253 5.95678 0.000
C -1.94329 0.02836 7.17278 0.000
C -0.62502 0.45143 7.23767 0.000
C 0.15115 0.52485 6.08749 -0.001
C -0.41693 0.16609 4.87795 0.001
I 0.73702 0.34242 3.13547 0.004
H -3.53905 -0.66635 5.90343 0.000
H -2.54087 -0.03035 8.07191 0.000
H -0.18740 0.72407 8.18806 0.000
H 1.17936 0.85721 6.14435 0.000
```

As for the expectation value of S²: 0.75. For the energy, the calculation gives -134298.1341 eV. The calculation puts the relative energy (zero: lowest compared OMol25 entry of this formula, charge and spin) at 33.7 kcal per mole. The spin multiplicity is 2. As for the net charge: +2. The value obtained for the frontier orbital gap (alpha / beta) is 7.714 / 6.377 eV.